# 1
C32H40BN5O10 | ωB97M-V/def2-TZVPD

Properties
E (a.u.): -2294.459307
Spin multiplicity: 1
Highest occupied orbital energy (eV): -8.69
Gap between HOMO and LUMO (hartree): 0.294
LUMO (eV): -0.7
ΔE to the lowest compared entry with this formula, charge and spin (eV): 5.105
Maximum force (Eh/bohr): 0.1053

The geometry in XYZ format:
```
88
C32H40BN5O10 ωB97M-V/def2-TZVPD
N 5.31 16.58 -13.94
H 6.17 17.06 -14.19
H 4.58 17.21 -13.65
H 5.48 15.90 -13.21
H 5.03 15.92 -14.65
O 6.90 18.01 -7.48
C 7.86 17.24 -7.62
O 8.60 16.62 -6.72
B 9.71 15.87 -7.40
O 9.53 16.14 -8.81
C 8.49 16.87 -9.00
O 8.04 17.34 -10.10
O 11.07 16.27 -6.92
C 11.62 15.21 -6.26
O 12.68 15.15 -5.67
C 10.74 13.98 -6.53
O 9.65 14.42 -7.14
O 11.01 12.80 -6.18
C 2.51 20.30 -18.98
C 3.48 21.41 -18.50
C 3.38 21.31 -16.98
O 3.34 19.92 -16.76
C 2.44 19.42 -17.76
H 2.96 19.69 -19.77
H 1.52 20.72 -19.14
H 3.11 22.36 -18.88
H 4.53 21.26 -18.73
H 2.48 21.81 -16.62
H 4.24 21.77 -16.50
H 1.46 19.64 -17.32
H 2.47 18.35 -17.99
C 5.26 12.28 -9.41
C 4.76 13.53 -8.65
C 4.07 14.28 -9.70
O 4.92 14.01 -10.80
C 5.83 12.91 -10.65
H 4.42 11.62 -9.62
H 6.08 11.76 -8.91
H 5.49 14.10 -8.08
H 4.09 13.27 -7.83
H 4.00 15.34 -9.46
H 3.07 13.84 -9.78
H 6.85 13.27 -10.57
H 5.70 12.26 -11.53
N 8.53 13.54 -14.75
C 8.44 12.49 -15.61
C 9.51 11.91 -16.23
C 10.75 12.48 -16.09
C 10.88 13.52 -15.19
C 9.78 13.99 -14.48
H 7.47 12.01 -15.67
H 9.28 11.06 -16.87
H 11.59 12.08 -16.65
H 11.86 13.95 -15.03
H 9.91 14.77 -13.74
N 2.05 18.65 -12.44
C 2.26 19.35 -11.30
C 1.19 19.88 -10.56
C -0.08 19.71 -11.08
C -0.31 19.14 -12.31
C 0.78 18.58 -12.93
H 3.25 19.46 -10.88
H 1.31 20.33 -9.59
H -0.94 20.05 -10.51
H -1.29 18.99 -12.74
H 0.60 18.11 -13.88
N 3.09 13.78 -16.49
C 3.25 13.50 -17.84
C 2.47 12.62 -18.53
C 1.44 11.94 -17.86
C 1.24 12.15 -16.49
C 2.09 13.07 -15.85
H 4.11 13.95 -18.31
H 2.71 12.37 -19.55
H 0.81 11.26 -18.42
H 0.53 11.58 -15.91
H 1.92 13.23 -14.80
N 8.43 18.68 -15.76
C 8.27 18.94 -17.08
C 9.28 19.49 -17.90
C 10.45 19.81 -17.24
C 10.60 19.68 -15.87
C 9.55 19.11 -15.17
H 7.30 18.64 -17.46
H 9.04 19.75 -18.92
H 11.22 20.16 -17.91
H 11.52 19.93 -15.37
H 9.70 18.87 -14.13
```

---

# 2
C32H40F24O16 | ωB97M-V/def2-TZVPD

Properties
<S²>: 0.75
E (a.u.): -4843.974526
Spin multiplicity: 2
Highest occupied orbital energy (alpha / beta) (eV): -0.34 / -5.05
Gap between HOMO and LUMO (alpha / beta) (hartree): 0.080 / 0.253
LUMO (alpha / beta) (eV): 1.8 / 1.8
ΔE to the lowest compared entry with this formula, charge and spin (eV): 0.175
Charge: -1
Maximum force (Eh/bohr): 0.1252

The geometry in XYZ format:
```
112
C32H40F24O16 ωB97M-V/def2-TZVPD
C -1.48 4.99 5.36
C -0.96 3.69 4.68
O -1.76 2.68 5.21
C -1.29 1.45 5.48
O -0.30 0.98 4.95
C -2.17 0.74 6.57
F -1.58 0.85 7.71
F -3.42 1.24 6.64
F -2.18 -0.58 6.31
H -1.35 5.06 6.44
H -2.52 5.30 5.26
H -0.78 5.71 4.94
H 0.12 3.71 4.86
H -1.01 3.74 3.59
C 2.01 5.71 -1.57
C 3.36 5.38 -0.99
O 4.36 5.56 -1.93
C 5.19 6.58 -1.79
O 5.18 7.45 -0.90
C 6.20 6.77 -2.91
F 5.91 7.89 -3.60
F 7.45 6.89 -2.42
F 6.17 5.78 -3.85
H 1.77 5.12 -2.45
H 1.87 6.71 -1.98
H 1.19 5.57 -0.86
H 3.38 4.33 -0.71
H 3.53 5.93 -0.07
C -3.60 -9.50 4.99
C -2.28 -8.83 5.33
O -2.28 -7.53 4.77
C -2.02 -7.23 3.49
O -1.98 -8.04 2.64
C -1.61 -5.76 3.33
F -2.57 -4.99 2.80
F -1.39 -5.18 4.58
F -0.47 -5.67 2.67
H -3.87 -9.48 3.94
H -4.40 -8.97 5.52
H -3.70 -10.54 5.28
H -1.41 -9.32 4.90
H -2.11 -8.73 6.40
C -4.93 -2.16 1.64
C -5.30 -3.24 0.57
O -6.53 -3.85 0.90
C -6.69 -4.93 1.76
O -5.78 -5.61 2.26
C -8.18 -5.22 1.97
F -8.96 -4.11 1.85
F -8.62 -6.06 1.02
F -8.36 -5.81 3.17
H -4.11 -1.56 1.23
H -4.63 -2.75 2.52
H -5.85 -1.62 1.88
H -4.42 -3.88 0.47
H -5.43 -2.79 -0.41
C 6.24 -1.06 -3.95
C 5.89 -0.20 -5.18
O 5.09 0.94 -4.82
C 3.73 0.84 -4.64
O 3.06 -0.22 -4.70
C 3.10 2.09 -4.11
F 3.15 2.21 -2.80
F 3.67 3.22 -4.58
F 1.82 2.20 -4.43
H 5.36 -1.43 -3.44
H 6.89 -0.52 -3.27
H 6.75 -1.99 -4.21
H 5.38 -0.83 -5.91
H 6.74 0.14 -5.77
C 0.36 4.95 -6.54
C -0.96 5.22 -5.74
O -1.61 4.22 -5.08
C -1.03 3.58 -4.04
O 0.02 4.03 -3.51
C -1.75 2.46 -3.36
F -0.97 1.39 -3.32
F -1.87 2.84 -2.12
F -3.01 2.22 -3.82
H 1.13 4.50 -5.91
H 0.78 5.93 -6.78
H 0.22 4.34 -7.44
H -1.73 5.57 -6.42
H -0.90 6.08 -5.07
C 0.36 -1.42 -2.49
C 0.39 -2.36 -1.34
O 1.53 -2.07 -0.67
C 2.75 -2.56 -0.92
O 3.03 -3.52 -1.65
C 3.89 -1.94 -0.05
F 3.46 -0.77 0.49
F 4.27 -2.70 0.98
F 4.93 -1.76 -0.86
H 1.14 -1.75 -3.17
H 0.48 -0.37 -2.23
H -0.50 -1.53 -3.16
H 0.37 -3.41 -1.64
H -0.39 -2.16 -0.60
C 1.41 1.85 -0.13
C 0.14 1.44 0.52
O 0.39 0.18 1.10
C -0.67 -0.54 1.65
O -1.82 -0.26 1.46
C -0.22 -1.80 2.35
F -0.57 -2.94 1.75
F 1.07 -1.89 2.51
F -0.77 -1.88 3.55
H 1.93 1.14 -0.76
H 2.12 2.33 0.56
H 1.24 2.72 -0.76
H -0.61 1.28 -0.26
H -0.27 2.11 1.27
```

---

# 3
C32H40N8 | ωB97M-V/def2-TZVPD

Properties
E (a.u.): -1680.939966
Spin multiplicity: 1
Highest occupied orbital energy (eV): -7.84
Gap between HOMO and LUMO (hartree): 0.308
LUMO (eV): 0.5
ΔE to the lowest compared entry with this formula, charge and spin (eV): 11.616
Maximum force (Eh/bohr): 0.1771
Structure (SMILES): c1cc[nH]c1.c1cc[nH]c1.c1cc[nH]c1.c1cc[nH]c1.c1cc[nH]c1.c1cc[nH]c1.c1cc[nH]c1.c1cc[nH]c1

The geometry in XYZ format:
```
80
C32H40N8 ωB97M-V/def2-TZVPD
C -3.28 -2.24 3.05
C -3.21 -3.50 3.93
C -4.60 -3.77 4.26
N -5.29 -2.93 3.48
C -4.59 -2.06 2.82
H -2.29 -1.78 2.70
H -2.26 -4.11 4.46
H -5.16 -4.49 4.75
H -6.21 -2.93 3.46
H -5.17 -1.30 2.16
C 4.60 1.79 0.35
C 4.32 1.35 1.82
C 4.73 0.07 1.85
N 5.07 -0.37 0.54
C 5.00 0.69 -0.46
H 4.31 2.68 -0.15
H 4.05 1.87 2.75
H 4.74 -0.48 2.87
H 5.36 -1.25 0.13
H 5.20 0.42 -1.53
C 0.33 3.70 2.01
C -0.74 3.00 2.78
C -0.64 1.64 2.32
N 0.42 1.57 1.40
C 0.94 2.81 1.17
H 0.56 4.90 2.16
H -1.49 3.36 3.56
H -1.35 0.65 2.61
H 0.76 0.59 1.07
H 1.72 2.86 0.49
C -3.69 -0.49 -4.50
C -4.44 0.69 -5.01
C -4.89 1.38 -3.89
N -4.31 0.76 -2.74
C -3.67 -0.32 -3.12
H -3.26 -1.18 -5.12
H -4.55 1.12 -5.86
H -5.37 2.29 -3.72
H -4.48 1.06 -1.67
H -3.15 -0.94 -2.26
C 0.97 -0.08 4.83
C 0.15 -1.19 4.95
C 0.72 -2.24 5.69
N 2.02 -1.78 5.73
C 2.22 -0.53 5.24
H 0.69 0.96 4.35
H -0.95 -1.26 4.57
H 0.27 -3.16 5.95
H 2.62 -2.42 6.41
H 3.12 0.05 5.15
C 0.25 -1.71 1.07
C 0.15 -1.33 -0.49
C 1.39 -0.81 -0.77
N 2.07 -0.83 0.34
C 1.42 -1.41 1.52
H -0.56 -2.27 1.65
H -0.66 -1.39 -1.29
H 1.75 -0.51 -1.79
H 3.10 -0.60 0.43
H 1.83 -1.28 2.56
C 0.77 -2.15 -4.48
C 2.18 -1.73 -4.99
C 2.09 -0.35 -4.94
N 0.86 0.04 -4.53
C 0.18 -1.10 -4.03
H 0.39 -3.19 -4.44
H 2.94 -2.34 -5.30
H 2.81 0.42 -5.29
H 0.78 1.08 -4.10
H -0.63 -1.06 -3.59
C 1.10 2.59 -2.86
C -0.37 2.10 -2.49
C -1.11 2.58 -3.54
N -0.17 3.05 -4.57
C 1.06 3.10 -4.06
H 1.89 2.57 -2.16
H -0.53 1.49 -1.65
H -2.06 2.64 -3.93
H -0.69 3.45 -5.33
H 1.85 3.45 -4.73
```

---

# 4
C32H41AsIN8O2PdS2 | ωB97M-V/def2-TZVPD

Properties
E (a.u.): -5289.915870
Spin multiplicity: 1
Highest occupied orbital energy (eV): -9.97
Gap between HOMO and LUMO (hartree): 0.267
LUMO (eV): -2.7
ΔE to the lowest compared entry with this formula, charge and spin (eV): 0.000
Charge: +1
Maximum force (Eh/bohr): 0.0350

The geometry in XYZ format:
```
88
C32H41AsIN8O2PdS2 ωB97M-V/def2-TZVPD
Pd -0.14 0.21 -0.10
N 2.28 -0.38 0.80
N 2.39 -0.82 2.13
C 1.32 -0.71 2.99
N 1.52 -1.23 4.21
N 0.25 -0.14 2.52
N -0.77 0.17 3.39
O -0.58 0.23 4.60
O -1.80 0.42 2.85
H 2.21 -1.18 0.18
H 3.12 0.14 0.58
H 3.00 -1.61 2.27
H 2.43 -1.53 4.49
H 0.83 -1.01 4.91
C -3.85 0.47 -2.88
C -2.41 0.48 -2.43
S -2.29 0.27 -0.71
C -1.44 0.64 -3.36
C -1.78 0.82 -4.82
S 0.27 0.72 -2.93
H -4.52 0.15 -2.08
H -3.98 -0.19 -3.73
H -4.15 1.48 -3.19
H -2.49 1.64 -4.96
H -2.21 -0.08 -5.25
H -0.89 1.07 -5.39
C -2.91 -4.10 -7.08
C -2.10 -3.43 -6.01
C -0.95 -2.71 -6.32
C -0.17 -2.10 -5.34
C 1.00 -1.30 -5.84
C -0.56 -2.25 -4.00
As 0.59 -1.47 -2.65
N 0.14 -1.60 -0.93
C 0.28 -2.73 -0.09
C -0.68 -2.91 0.92
C -0.55 -3.93 1.84
C 0.53 -4.80 1.79
C 1.48 -4.64 0.80
C 1.37 -3.60 -0.13
C 2.40 -2.09 -3.02
C 3.49 -1.22 -2.90
C 3.35 0.23 -2.53
C 4.76 -1.71 -3.18
C 4.98 -3.02 -3.56
C 6.36 -3.52 -3.88
C 3.88 -3.87 -3.64
C 2.59 -3.44 -3.37
C 1.49 -4.47 -3.44
C -1.71 -2.97 -3.65
C -2.16 -3.19 -2.23
C -2.46 -3.54 -4.67
H -2.66 -3.71 -8.07
H -3.98 -3.95 -6.91
H -2.74 -5.18 -7.08
H -0.66 -2.60 -7.36
H 1.68 -1.94 -6.42
H 1.59 -0.82 -5.07
H 0.65 -0.51 -6.50
H -1.52 -2.23 0.95
H -1.31 -4.05 2.61
H 0.62 -5.61 2.51
H 2.33 -5.31 0.74
H 2.15 -3.48 -0.88
H 2.63 0.39 -1.73
H 3.02 0.83 -3.38
H 4.31 0.63 -2.21
H 5.61 -1.03 -3.09
H 7.13 -2.82 -3.56
H 6.47 -3.66 -4.96
H 6.55 -4.48 -3.40
H 4.04 -4.91 -3.91
H 1.90 -5.46 -3.26
H 1.01 -4.48 -4.42
H 0.71 -4.31 -2.70
H -2.19 -2.27 -1.65
H -1.49 -3.88 -1.71
H -3.15 -3.64 -2.22
H -3.36 -4.09 -4.41
I -1.54 4.35 4.03
C -0.64 3.42 2.43
C 0.68 3.50 2.06
N 0.83 2.70 0.99
N -0.33 2.15 0.62
C -1.23 2.54 1.52
H 1.50 4.06 2.48
H 1.64 2.57 0.42
H -2.27 2.47 1.26
```

---

# 5
C32H41N5NiO10P2S3 | ωB97M-V/def2-TZVPD

Properties
<S²>: 2.01
E (a.u.): -5656.019375
Spin multiplicity: 3
Highest occupied orbital energy (alpha / beta) (eV): -6.87 / -6.87
Gap between HOMO and LUMO (alpha / beta) (hartree): 0.202 / 0.194
LUMO (alpha / beta) (eV): -1.4 / -1.6
ΔE to the lowest compared entry with this formula, charge and spin (eV): 1.000
Maximum force (Eh/bohr): 0.0089

The geometry in XYZ format:
```
94
C32H41N5NiO10P2S3 ωB97M-V/def2-TZVPD
Ni -0.85 0.91 -1.24
S -0.20 -1.28 -2.24
C 0.43 -2.09 -0.91
N -0.28 -2.68 0.03
C 0.36 -3.62 0.96
C 1.37 -4.42 0.17
N 2.33 -3.49 -0.39
C 3.74 -3.87 -0.33
C 4.27 -3.89 1.08
C 5.05 -4.95 1.53
C 5.54 -4.97 2.82
C 5.25 -3.93 3.69
C 4.47 -2.86 3.25
C 3.99 -2.84 1.96
C 1.94 -2.28 -0.80
S 2.95 -1.02 -1.13
C -1.74 -2.55 0.15
C -2.44 -3.81 -0.26
C -2.99 -4.66 0.70
C -3.61 -5.84 0.32
C -3.69 -6.18 -1.02
C -3.15 -5.34 -1.98
C -2.53 -4.16 -1.61
H -0.41 -4.25 1.38
H 0.85 -3.07 1.77
H 0.88 -4.99 -0.62
H 1.91 -5.11 0.82
H 4.30 -3.19 -0.97
H 3.82 -4.87 -0.76
H 5.27 -5.77 0.85
H 6.14 -5.80 3.16
H 5.63 -3.94 4.70
H 4.25 -2.04 3.92
H 3.40 -2.00 1.60
H -2.04 -1.70 -0.46
H -1.93 -2.32 1.20
H -2.94 -4.39 1.75
H -4.04 -6.49 1.07
H -4.17 -7.10 -1.32
H -3.22 -5.60 -3.03
H -2.12 -3.49 -2.35
C -4.44 3.83 0.21
C -3.90 2.84 -0.82
O -4.82 2.72 -1.92
P -3.84 1.13 -0.19
O -3.67 1.18 1.39
O -5.31 0.59 -0.37
O -2.79 0.28 -0.82
P -2.19 3.26 -1.36
O -2.46 4.72 -1.91
O -1.34 3.12 -0.13
O -1.78 2.32 -2.45
H -5.41 3.50 0.59
H -4.57 4.79 -0.27
H -3.75 3.93 1.04
H -4.46 3.16 -2.70
H -3.01 0.54 1.67
H -5.69 0.92 -1.20
H -1.71 5.15 -2.36
N -0.25 0.43 0.78
C -0.23 1.24 1.62
N -0.20 2.16 2.53
C 0.69 3.31 2.36
C 1.38 3.62 3.68
C 0.34 3.80 4.79
C -0.56 2.57 4.91
C -1.22 2.26 3.58
H 0.08 4.15 2.02
H 1.40 3.09 1.57
H 1.99 4.52 3.57
H 2.05 2.80 3.94
H -0.28 4.68 4.57
H 0.83 4.00 5.74
H -1.33 2.72 5.66
H 0.04 1.71 5.21
H -1.91 3.07 3.29
H -1.79 1.33 3.61
N 0.97 1.71 -1.52
C 1.31 2.41 -2.74
C 2.08 3.56 -2.66
C 2.35 4.29 -3.81
C 1.86 3.86 -5.04
C 1.14 2.69 -5.11
C 0.85 1.96 -3.96
S 2.14 4.89 -6.50
O 3.55 5.20 -6.43
O 1.26 6.02 -6.25
O 1.73 4.04 -7.61
H 1.65 0.97 -1.32
H 1.04 2.39 -0.76
H 2.46 3.90 -1.70
H 2.94 5.20 -3.77
H 0.78 2.37 -6.08
H 0.24 1.06 -4.03
```